One molecule with the formula C3H6N2O2 at a distorted geometry, computed with ωB97M-V/def2-TZVPD.

```
13
C3H6N2O2 | the Open Molecules 2025 dataset | ωB97M-V/def2-TZVPD
H -1.943 0.733 -1.869
N -1.419 0.454 -1.040
C -1.013 -0.759 -1.265
O -0.419 -1.464 -0.298
C -0.239 -0.810 0.988
C 1.107 -0.074 1.062
N 1.188 1.038 0.285
O 2.013 -0.471 1.770
H -0.550 -0.266 -2.168
H -1.065 -0.119 1.180
H -0.217 -1.606 1.729
H 2.028 1.594 0.337
H 0.366 1.396 -0.182
```

ΔE to the lowest compared entry with this formula, charge and spin = 365.2 kJ/mol
Net charge = 0
DFT total energy = -377.820254 hartree
SMILES string = [H]/N=C/OCC(N)=O

Results of the Löwdin charge analysis, in e, for atoms 1 through 2: number 1, H, carries 0.060; number 2, N, carries 0.066